Below is a cluster of 3 separate species, C33H57BrF5N4O9PS in total at a distorted geometry, with properties calculated with ωB97M-V with the def2-TZVPD basis set.

Max |F|: 3.46 eV Å⁻¹
Highest occupied orbital energy: -6.84 eV
HOMO-LUMO gap: 6.4 eV
Total energy: -6000.5539 a.u.
Spin multiplicity: 1

Structure (XYZ):
```
111
Properties=species:S:1:pos:R:3:lowdin_charge:R:1
C -2.20 6.33 0.88 -0.140
C 0.22 0.38 2.32 -0.163
H -0.31 1.13 2.92 0.115
C -2.50 0.74 1.32 -0.137
O 0.00 4.06 1.93 -0.041
H 1.89 -2.20 -1.73 0.070
H -0.49 -2.82 5.25 0.064
H 1.76 2.85 -1.34 0.024
C -1.71 3.96 -4.04 -0.171
C -2.90 3.42 -1.11 -0.349
C -1.38 3.26 -1.00 -0.279
C -1.20 6.40 -0.28 -0.382
C -1.30 1.07 0.44 -0.414
C 0.40 -3.60 -2.26 -0.127
H 0.08 -4.00 -3.22 0.059
H -0.38 7.06 0.06 0.084
O 3.03 -4.71 0.80 0.040
H 1.31 1.60 -3.64 0.099
H -1.65 -2.89 3.92 0.062
H 3.33 1.36 -2.77 0.101
C 0.13 -0.97 3.09 -0.176
H 1.28 0.66 2.37 0.122
H -0.92 -4.38 4.62 0.044
F -3.50 3.41 0.10 0.137
H -1.68 6.98 -1.07 0.063
O 2.18 -6.42 3.52 0.118
C 4.40 -5.94 -0.65 -0.151
C -1.01 3.38 1.65 -0.692
C -0.06 -1.14 -2.02 -0.515
S -2.93 -1.02 1.39 0.709
H 4.46 -6.00 1.53 0.131
H 1.70 4.81 0.26 0.072
C 0.10 -5.56 6.10 -0.148
C -0.73 2.94 -3.49 -0.174
H -3.43 1.21 1.01 0.101
F -3.22 4.67 -1.57 0.077
O 3.19 -2.67 -0.10 0.092
C 2.15 3.83 -1.58 -0.156
C -1.24 4.29 -5.49 -0.255
H 1.18 -4.25 -1.85 0.064
H -0.47 5.06 -5.40 0.124
O -2.03 3.30 2.39 -0.031
H 1.29 -0.06 -4.03 0.120
C 2.80 0.23 -1.04 -0.103
H 2.10 -0.50 -0.63 0.037
H -0.39 -3.63 -1.52 0.070
C 3.56 -3.82 -0.05 -0.484
H -2.75 3.66 -4.13 0.104
H -0.82 3.38 -5.95 0.118
N -0.14 0.30 0.90 0.029
H 2.21 4.04 -2.65 0.069
H 3.03 -6.78 0.83 0.122
C -0.89 2.56 0.34 -0.103
H -0.13 -1.80 2.43 0.094
C 1.30 0.63 -3.19 -0.123
C 2.73 0.48 -2.55 -0.180
C 1.01 -2.17 -2.38 -0.266
F -4.48 1.61 -1.18 0.155
Br -1.62 -1.60 -3.21 0.807
H -0.78 2.07 -4.15 0.125
C -3.79 2.43 -1.98 -0.497
H 0.70 0.52 0.38 0.071
H 5.28 -6.57 -0.71 0.117
H -2.12 -2.20 5.47 0.088
H 1.71 5.85 -1.12 0.079
H 1.12 -1.20 3.49 0.109
F -4.73 3.14 -2.62 0.158
H 4.61 -4.16 -1.90 0.123
H -2.10 -0.18 -1.08 0.076
N 0.18 0.27 -2.34 -0.012
H -2.97 -1.38 2.70 0.072
C -0.22 -6.27 3.86 -0.062
H -1.65 -0.25 4.15 0.086
H -0.41 -5.88 2.87 0.126
H -2.53 7.36 1.08 0.071
C 4.67 -4.46 -0.86 -0.068
C 1.35 4.88 -0.78 -0.401
H 0.10 -4.69 6.75 0.121
H -1.70 4.92 -3.53 0.083
H 2.72 1.14 -0.43 0.069
C -0.69 1.13 -1.84 -0.281
H 3.69 -6.29 -1.41 0.117
H 1.38 -2.10 -3.41 0.106
F -3.20 1.66 -2.91 0.137
H 5.63 -4.15 -0.43 0.133
H -0.37 -1.31 -0.99 0.086
H -1.89 -5.73 5.19 0.125
N -1.64 0.70 -0.93 0.122
C -0.78 -0.90 4.32 -0.252
H -3.10 5.76 0.68 0.055
H -0.27 -0.47 5.19 0.114
O 1.39 -5.70 5.49 0.033
C -0.88 -5.42 4.94 -0.162
H 3.79 -0.16 -0.81 0.082
H 0.19 2.53 0.19 0.125
H 0.27 3.35 -3.71 0.099
H 3.17 3.85 -1.19 0.081
H -0.51 -7.31 3.93 0.131
H -1.76 5.99 1.82 0.064
C -1.30 -2.29 4.76 -0.122
O -2.01 -1.86 0.65 -0.357
H 3.24 -0.34 -3.05 0.102
O -2.30 4.81 -6.26 -0.051
C 1.25 -6.15 4.22 -0.476
O -4.27 -1.14 0.90 -0.345
H -2.38 1.06 2.36 0.093
H -0.10 -6.45 6.70 0.126
P -0.46 4.91 -1.01 1.092
H -2.86 4.08 -6.53 0.089
C 3.73 -5.96 0.72 -0.151
N -0.74 2.46 -2.09 0.020
```

---

Below is a cluster of 4 separate species, C33H57F5I3N4O8S3 in total at a distorted geometry, with properties calculated with ωB97M-V with the def2-TZVPD basis set.

Max |F|: 5.23 eV Å⁻¹
Highest occupied orbital energy: -11.22 eV
HOMO-LUMO gap: 8.3 eV
Net charge: +1
Total energy: -4699.0091 a.u.
Spin multiplicity: 1

Structure (XYZ):
```
113
Properties=species:S:1:pos:R:3:lowdin_charge:R:1
H -1.52 1.39 5.14 0.094
C 2.81 -4.88 0.37 0.093
H -5.82 0.46 -0.77 0.066
H -0.48 3.17 9.02 0.108
C -1.77 -1.29 -1.02 -0.162
H 0.95 4.06 -6.85 0.118
C 1.48 0.81 3.83 -0.223
H 0.57 1.38 3.97 0.096
H 0.03 0.99 -1.92 0.067
C 2.00 4.34 -7.03 -0.218
H 3.46 -1.12 5.76 0.108
H 3.33 -0.77 -4.21 0.090
F -0.94 -1.00 2.49 0.088
H -1.00 1.47 9.19 0.109
H 3.38 5.84 -6.34 0.122
H -0.05 -1.12 -4.12 0.146
C 0.46 -2.37 -1.56 -0.266
H -1.50 3.14 5.53 0.115
H 0.91 -1.09 4.77 0.115
H 4.44 -1.05 -0.97 0.066
C 0.64 -1.92 -0.08 -0.253
I -1.14 -4.77 0.70 1.046
H -0.76 -7.16 -0.97 0.049
H -3.13 2.52 8.93 0.118
C 2.04 -2.24 0.63 -0.072
H -3.16 -0.05 -2.36 0.104
C 1.82 -2.01 -2.35 -0.127
H -3.67 2.34 6.38 0.118
C -3.19 -0.83 -1.55 -0.071
C -1.44 1.79 -3.42 -0.592
H -1.36 -2.48 -2.53 0.157
H 0.73 -6.88 -1.93 0.068
N 2.49 0.39 -1.32 0.087
H -7.12 -2.32 -1.56 0.129
C -0.24 -4.96 -1.22 -0.746
H 1.87 -2.13 1.76 0.132
C 3.07 -0.82 4.79 -0.210
C -0.31 -6.47 -1.73 -0.255
H 3.03 -5.94 0.65 0.072
H -2.47 3.81 7.94 0.120
C -0.68 -0.76 -3.25 -0.105
O -5.35 -1.71 -2.45 -0.142
C 1.64 -0.28 4.89 -0.222
H -0.05 -2.38 0.69 0.040
H 0.57 1.00 -3.63 0.066
H -1.03 2.44 -4.26 0.042
N -0.81 -1.71 -2.11 0.017
H -7.01 -0.36 0.32 0.088
H -3.87 -0.42 -0.75 0.099
H 1.63 4.76 -4.11 0.104
C -1.18 -0.35 0.08 -0.155
F -1.69 1.00 1.98 0.068
C -0.31 0.74 -2.96 -0.243
C -2.76 1.97 6.85 -0.219
H 2.19 1.21 -1.86 0.075
C 2.42 5.42 -6.03 -0.209
H -0.98 -6.56 -2.65 0.066
C -4.00 -2.08 -2.17 -0.197
F -3.32 -1.00 3.23 0.109
H 3.92 3.34 -7.14 0.114
H 3.54 0.71 -3.47 0.050
H 2.08 4.69 -8.06 0.121
C 0.31 -3.91 -1.93 -0.547
C -3.23 -0.79 1.84 -0.386
O 4.55 0.15 2.83 -0.344
S 2.99 3.04 -4.99 0.681
C -1.00 2.34 8.54 -0.214
F -3.68 -1.95 1.27 0.124
H 3.29 0.73 -0.79 0.096
H 3.14 -1.65 4.09 0.092
O 0.25 -0.52 0.16 -0.077
H -3.45 -2.50 -3.08 0.133
O 4.94 1.01 5.18 -0.314
H 2.84 -1.48 0.41 0.102
H -2.35 1.29 -3.86 0.048
C -6.19 -1.75 -1.28 -0.237
H 2.89 2.30 3.06 0.108
H -3.93 -2.90 -1.38 0.126
C 2.57 4.75 -4.66 -0.213
C 2.50 -3.71 0.46 -0.121
S 4.06 0.53 4.15 0.670
C 2.72 1.68 3.94 -0.219
C -6.63 -0.32 -0.75 -0.076
H 1.44 0.35 2.84 0.099
O 1.90 2.20 -4.54 -0.359
H 1.70 6.24 -5.99 0.120
H -2.92 0.91 7.09 0.122
F -4.07 0.30 1.63 0.115
C -1.75 -0.35 1.54 -0.233
C -2.42 2.73 8.13 -0.211
I -1.94 3.22 -1.84 0.766
N 2.91 -0.10 -3.56 0.044
H 4.81 -0.76 -2.54 0.075
H -2.02 -2.29 -0.51 0.090
I 0.94 -4.70 -3.92 0.999
N 4.14 -1.24 -1.93 0.065
C 2.72 -0.75 -2.19 -0.545
H 1.48 0.15 5.89 0.064
H 2.48 -2.91 -2.12 0.100
C 2.91 3.15 -6.77 -0.224
H -1.32 0.72 -0.31 0.108
C -1.55 2.13 5.94 -0.231
H -5.73 -2.30 -0.40 0.112
H 3.35 5.21 -4.07 0.109
H -1.69 -0.72 -3.77 0.134
S -0.15 1.90 7.02 0.687
H 1.70 -2.10 -3.47 0.044
H -7.47 0.07 -1.40 0.084
O 4.36 2.80 -4.60 -0.316
O 0.84 2.90 6.72 -0.308
H 2.68 2.31 4.84 0.098
H 2.53 2.22 -7.19 0.111
O 0.17 0.49 7.07 -0.328
```

---

Below is a structure of composition C33H57FeN13 at a distorted geometry, with properties calculated with ωB97M-V with the def2-TZVPD basis set.

Max |F|: 1.34 eV Å⁻¹
Highest occupied orbital energy (alpha / beta): -14.28 / -14.26 eV
HOMO-LUMO gap (alpha / beta): 6.7 / 4.7 eV
Net charge: +3
Total energy: -3266.3511 a.u.
Spin multiplicity: 6
Expectation value of S²: 8.76

Structure (XYZ):
```
104
Properties=species:S:1:pos:R:3:lowdin_charge:R:1
H -4.38 3.96 -0.13 0.094
H -4.18 -0.93 1.17 0.122
C -0.09 3.06 5.77 -0.293
C 0.34 2.04 -1.83 -0.197
H -1.31 2.94 -4.07 0.107
C 1.59 1.37 -1.34 -0.148
N -1.17 -1.27 -1.13 -0.003
H 1.92 -5.34 2.70 0.112
H -4.90 -3.16 0.08 0.109
C 0.52 4.24 7.53 -0.171
H 1.66 -4.82 0.10 0.107
H -3.74 -2.91 -3.74 0.106
H 1.97 2.80 3.89 0.126
N -2.42 -3.01 -2.12 -0.154
H -3.80 4.51 -2.30 0.100
C 0.93 1.63 2.46 -0.120
H -4.49 -2.61 -2.16 0.095
H -0.83 -1.60 -3.22 0.114
H 2.22 5.16 8.53 0.119
N -0.18 1.00 2.06 -0.062
C 2.41 -0.70 -0.36 -0.143
C -3.75 -3.21 -2.69 -0.015
C 0.66 -4.63 0.50 -0.019
H -0.41 -3.60 -2.22 0.071
H -1.01 0.05 -2.71 0.074
C -3.14 -1.07 0.87 -0.046
H -2.68 4.06 8.72 0.121
C -0.84 3.89 7.59 -0.208
C -1.62 4.28 8.69 0.003
N 0.98 3.70 6.35 0.180
H -4.42 2.41 -1.00 0.104
H 0.17 -5.60 0.66 0.111
H -1.56 5.29 10.56 0.116
H 1.33 -0.32 -3.20 0.150
C -1.36 -3.15 3.56 -0.044
C 0.39 -2.63 1.93 -0.383
N -2.65 2.74 0.09 -0.143
C -1.83 2.53 -0.98 -0.379
H -2.81 -0.13 0.41 0.066
N 0.77 -1.70 1.05 0.017
C -4.09 2.91 -0.09 -0.037
H -2.24 5.08 -2.92 0.111
H -2.15 0.54 2.57 0.097
H -1.81 -3.72 2.75 0.088
H -4.05 -4.26 -2.64 0.105
N -3.04 -2.16 -0.07 -0.111
H -3.72 -3.56 1.33 0.091
C 0.35 -1.48 4.08 -0.025
H -2.03 1.46 -3.38 0.073
C 1.03 2.31 3.65 0.033
H 0.83 -2.15 4.80 0.101
C 1.93 -2.00 0.21 -0.197
H -2.39 4.44 1.29 0.108
H -2.56 -1.30 1.78 0.067
H -1.06 3.27 1.37 0.082
N -2.17 3.15 -2.13 -0.122
C 0.38 5.29 9.62 -0.046
N -1.19 3.15 6.49 0.196
Fe -0.39 -0.05 0.31 1.106
H -0.99 -3.85 4.32 0.094
H 2.40 1.48 -2.06 0.152
H 1.69 -2.70 -0.58 0.084
C -0.59 -0.91 -2.42 -0.174
N 1.30 -0.05 -1.08 -0.207
N -0.73 1.78 -0.86 0.026
C 0.92 -0.80 -2.30 -0.110
H 0.83 5.84 10.44 0.118
C -1.00 4.97 9.69 -0.052
C -1.23 1.69 4.10 0.003
C -1.25 1.04 2.90 -0.168
H -0.37 -0.88 4.62 0.085
N 0.69 -3.93 1.78 -0.112
H 1.92 3.76 6.01 0.162
C -3.84 -3.34 0.27 -0.007
H 2.72 -0.03 0.45 0.120
H 0.07 -4.07 -0.21 0.064
H 2.74 -2.45 0.80 0.149
H -2.10 1.70 4.75 0.133
C 1.17 4.94 8.56 -0.003
H -2.51 5.00 -1.18 0.099
H -1.58 -4.86 -2.63 0.110
N -0.33 -2.26 3.04 -0.151
H -2.13 -2.54 4.03 0.101
H 1.78 1.59 1.79 0.105
H 0.54 3.11 -1.92 0.149
C -2.12 2.54 -3.46 -0.017
C -2.73 4.51 -2.12 -0.009
H 1.20 -4.18 3.81 0.091
H 3.28 -0.84 -1.01 0.154
H -1.24 -3.58 -3.79 0.105
H 1.11 -0.85 3.64 0.084
C -0.07 2.36 4.51 -0.090
H 0.22 -5.50 3.14 0.104
C -1.35 -3.80 -2.72 -0.028
C 1.01 -4.78 2.93 -0.003
C -2.19 -2.13 -1.11 -0.359
H -4.59 2.46 0.76 0.099
H 0.10 1.69 -2.84 0.090
H 1.91 1.82 -0.40 0.115
H -3.51 -4.20 -0.30 0.098
H 1.36 -1.79 -2.25 0.119
C -2.14 3.38 1.31 -0.029
H -2.61 2.94 2.19 0.080
H -3.06 2.76 -3.96 0.111
```

---

Below is a cluster of 3 separate species, C33H58F2O10 in total at a distorted geometry, with properties calculated with ωB97M-V with the def2-TZVPD basis set.

Max |F|: 2.76 eV Å⁻¹
Highest occupied orbital energy: -9.86 eV
HOMO-LUMO gap: 10.4 eV
Total energy: -2244.3122 a.u.
Spin multiplicity: 1
SMILES: CCCCCCCCCCCC[C@]1(CCCOC)OC(=O)C[C@@H]1OC[C@@H](C)CC(C)C.O=C1OC[C@@H](F)O1.O=C1OC[C@@H](F)O1

Structure (XYZ):
```
103
Properties=species:S:1:pos:R:3:lowdin_charge:R:1
H 6.70 1.26 -0.76 0.101
H -2.72 3.74 2.21 0.135
H 1.25 3.01 1.10 0.078
H -4.77 2.50 1.18 0.121
H 2.16 1.25 -2.22 0.101
C 2.13 0.04 2.56 -0.127
H 1.41 -2.94 0.84 0.080
H -0.92 3.53 2.33 0.113
O 4.96 -4.41 4.80 0.069
C 5.00 2.39 -0.12 -0.251
H 4.24 -1.16 1.57 0.072
F 4.69 -7.68 5.85 0.077
H -0.36 2.37 -4.93 0.106
H 1.83 2.73 -3.08 0.111
H 0.73 -0.04 -3.54 0.106
F -9.48 -2.69 -3.11 0.077
H 3.70 -2.81 1.45 0.074
C -0.41 1.68 -4.08 -0.196
C 5.40 1.37 -2.42 -0.215
H 3.25 1.92 -4.98 0.106
H -1.16 0.95 -4.35 0.095
H -5.04 -3.31 -0.34 0.071
O -4.75 -1.35 -0.96 -0.208
C 3.39 1.55 -3.97 -0.212
H 4.74 0.58 -2.07 0.101
H 5.75 -5.47 6.39 0.145
H 6.15 0.90 -3.06 0.109
C -8.79 -2.92 -1.96 -0.314
O -1.00 4.74 -0.22 0.134
H -2.91 3.16 -2.46 0.107
C 1.48 -1.86 0.90 -0.074
H 2.06 -1.48 0.07 0.081
C -4.71 0.38 0.81 -0.143
O -7.21 -4.33 -1.08 0.053
H 5.09 4.44 0.62 0.068
C 2.18 -1.48 2.21 -0.383
H -2.77 1.64 -3.31 0.095
H 2.75 2.51 1.84 0.059
C 4.68 -6.67 4.94 -0.315
C -1.81 3.39 1.73 0.019
H -5.29 0.39 1.73 0.114
H -1.67 0.84 -1.00 0.115
O -3.03 3.62 -0.17 0.020
H 1.42 0.74 0.63 0.132
C -1.83 4.07 0.37 -0.391
H -6.31 -1.02 0.33 0.116
H 1.79 -2.03 3.06 0.108
H 3.15 0.41 2.51 0.098
C 4.59 3.88 -0.16 -0.101
H 1.83 0.15 3.61 0.124
H -4.12 -2.30 0.81 0.089
H -0.44 -0.26 2.16 0.124
O -0.96 1.26 0.91 -0.099
H 4.08 -2.19 3.03 0.059
H -8.81 -2.01 -1.36 0.171
H -0.26 2.24 -1.97 0.095
C -7.42 -3.48 -2.22 -0.051
H -3.41 -2.83 -0.69 0.093
H 4.86 4.34 -1.10 0.058
H 0.48 -1.46 0.80 0.059
C 1.67 2.40 1.90 -0.050
H -6.03 0.19 -0.90 0.118
C -0.19 0.79 2.00 -0.183
O 3.43 -6.01 4.98 0.136
C -2.36 2.23 -2.49 -0.149
C 2.05 1.68 -3.22 -0.210
C -4.49 1.83 0.37 -0.097
H -3.33 0.64 -1.43 0.104
C -3.02 2.18 0.03 -0.361
C -5.53 -0.46 -0.19 -0.226
H 1.30 2.78 2.84 0.082
H -0.42 1.30 2.93 0.132
C -8.44 -4.66 -0.59 -0.546
H 5.16 2.73 -4.08 0.107
O -9.42 -3.97 -1.25 0.133
C 5.64 -5.56 5.31 -0.049
H 4.13 1.76 -0.26 0.086
H -6.65 -2.71 -2.27 0.128
C 3.65 -1.92 2.08 -0.083
C -2.58 1.39 -1.21 -0.070
C 4.54 2.31 -3.28 -0.195
H 5.44 2.19 0.85 0.097
H -7.39 -4.08 -3.13 0.147
O -8.62 -5.43 0.29 0.191
C -4.34 -2.49 -0.24 -0.094
O 2.80 -3.92 4.41 0.183
C 6.03 2.00 -1.19 -0.222
H 3.65 0.50 -4.01 0.109
H -0.69 3.54 -3.02 0.106
C 3.64 -4.70 4.70 -0.541
C -0.86 2.48 -2.84 -0.184
C -2.12 1.95 1.26 -0.253
C 0.93 0.94 -3.97 -0.200
H -5.11 2.09 -0.49 0.125
H -2.62 1.44 2.09 0.151
H 4.16 3.14 -2.70 0.086
H 3.52 3.98 -0.01 0.055
H 4.84 -7.09 3.95 0.173
H 6.62 -5.67 4.86 0.140
H 1.28 0.76 -4.99 0.098
H 6.65 2.87 -1.44 0.110
H -3.77 -0.13 1.02 0.108
C 1.28 0.94 1.69 -0.351
```